Entry 1:
Computed, not measured: a structure of composition C21H17BrN4O6Pt, with ωB97M-V with the def2-TZVPD basis set.

Values from the calculation:
energy above the lowest of the compared OMol25 structures with the same formula, charge and spin = 13.61 kJ/mol
2S+1 = 3
electronic energy = -4174.1696 Eh
charge = 0
E_HOMO (spin up / spin down) = -8.28 / -8.62 eV
gap between HOMO and LUMO (spin up / spin down) = 7.64 / 7.30 eV

```
50
Properties=species:S:1:pos:R:3:forces:R:3
Pt 0.908146 -0.919029 -1.972648 0.394 0.380 -0.166
O 3.495203 3.076103 -0.098556 0.017 0.021 -0.132
C 3.663932 1.813197 0.421756 -0.003 -0.287 0.247
C 3.981171 1.628874 1.762073 -0.006 0.165 -0.035
C 4.160827 0.350638 2.268186 0.002 0.012 0.005
C 4.026748 -0.746772 1.433017 -0.033 -0.067 0.013
C 3.699643 -0.554318 0.097567 0.066 0.048 0.025
C 3.498691 0.717710 -0.423385 -0.144 0.000 -0.361
C 3.153968 0.892345 -1.921339 0.137 0.276 0.245
O 2.876377 -0.265242 -2.552865 -0.420 -0.465 0.422
N 2.006638 1.847658 -2.059207 0.321 0.081 -0.315
N 0.808325 1.283086 -1.991692 -0.328 -0.380 0.517
C -0.235843 1.920246 -1.603298 0.347 0.222 -0.175
C -1.574202 1.360327 -1.614528 -0.291 -0.394 -0.047
Br -1.810234 -0.241157 -2.647002 -0.222 0.237 0.221
C -2.579204 1.912549 -0.927466 0.159 -0.042 -0.091
C -3.986594 1.516275 -0.828558 -0.217 -0.040 0.026
C -4.733889 1.098691 -1.929868 0.056 0.041 0.017
C -6.075343 0.784421 -1.787630 -0.043 -0.022 -0.042
C -6.689683 0.871402 -0.547521 0.013 0.017 0.032
C -5.955789 1.284759 0.555986 -0.050 -0.013 -0.008
C -4.620809 1.618579 0.412255 0.087 -0.015 -0.023
H 3.799720 3.726057 0.539883 0.028 0.069 0.073
H 4.102805 2.496656 2.403635 -0.009 -0.025 0.008
H 4.419155 0.220257 3.311351 -0.006 -0.004 -0.014
H 4.185506 -1.746224 1.817271 -0.014 0.010 -0.020
H 3.628716 -1.393835 -0.580704 -0.078 -0.021 -0.032
H 4.000633 1.411530 -2.394735 -0.055 -0.039 -0.054
H 2.127089 2.742328 -1.598642 -0.139 -0.018 0.082
H -0.147454 2.951380 -1.261965 0.006 0.024 -0.062
H -2.307716 2.778672 -0.327876 0.062 0.006 -0.027
H -4.268836 1.042366 -2.904139 -0.045 0.027 0.002
H -6.645293 0.475492 -2.654345 0.004 0.000 0.009
H -7.739361 0.631319 -0.441367 0.010 -0.027 -0.004
H -6.428003 1.352263 1.527254 0.008 0.016 -0.002
H -4.052390 1.947800 1.274694 -0.008 0.024 -0.014
O 0.628530 -5.223877 2.017413 -0.071 -0.242 0.078
C 0.698647 -4.073678 2.640665 -0.160 0.264 0.173
O 0.866011 -3.968194 3.833290 0.040 -0.045 -0.080
C 0.536475 -2.838812 1.812951 0.178 -0.027 -0.134
C 0.474225 -1.575323 2.359184 -0.035 -0.132 0.063
N 0.369308 -0.707431 1.343248 -0.012 0.121 0.076
N 0.359698 -1.331218 0.164983 0.359 -0.175 -0.473
C 0.485163 -2.625605 0.418740 -0.227 -0.090 0.118
C 0.535080 -3.584937 -0.749522 0.005 -0.046 0.199
O 0.436391 -4.790380 -0.509467 -0.051 0.134 -0.104
O 0.668527 -3.063448 -1.899540 0.130 0.295 -0.101
H 0.456663 -5.116095 1.032246 0.191 0.016 -0.054
H 0.489632 -1.281777 3.395246 0.008 0.057 -0.034
H 0.302999 0.294371 1.384971 0.038 0.053 -0.047
```
Positions in Å, forces in eV/Å.

---

Entry 2:
Computed, not measured: an isolated molecule of C21H17ClF2N6OS in a non-equilibrium geometry, with ωB97M-V with the def2-TZVPD basis set.

Values from the calculation:
SMILES = [H]/N=c1/c2c(C)[nH]nc2nc(SCC(=O)Nc2ccc(F)c(F)c2)n1-c1ccc(Cl)c(C)c1
electronic energy = -2272.3915 Eh
charge = 0
E_HOMO = -8.22 eV
gap between HOMO and LUMO = 8.50 eV

```
49
Properties=species:S:1:pos:R:3:forces:R:3
H 0.661616 -0.469024 -3.850323 0.041 0.124 0.199
N 0.255220 -1.235362 -3.324325 -0.035 -0.155 -0.717
C 0.268822 -1.116361 -2.069019 -0.090 -0.023 0.007
C -0.288925 -2.103189 -1.187498 -0.211 -0.337 0.887
C -0.959698 -3.301644 -1.369524 0.116 0.232 0.009
C -1.307090 -4.028703 -2.609375 -0.054 -0.104 -0.080
N -1.270589 -3.729011 -0.128195 0.076 0.108 -0.491
N -0.858951 -2.908967 0.851389 0.262 0.390 0.743
C -0.254387 -1.917586 0.220594 -0.338 -0.779 -1.093
N 0.320010 -0.831609 0.811390 0.258 0.133 0.048
C 0.798104 0.059188 0.009856 -0.028 -0.218 1.065
S 1.532094 1.503458 0.692366 0.231 0.344 0.175
C 1.638827 1.090121 2.466702 -0.136 -0.001 -0.345
C 0.350455 1.366058 3.243101 0.190 -0.472 -0.275
O 0.211878 2.364783 3.910934 -0.012 0.403 0.231
N -0.545501 0.360750 3.101045 0.157 -0.263 -0.102
C -1.808320 0.228430 3.664283 -0.499 0.112 0.317
C -2.540961 -0.912480 3.328157 0.100 0.128 0.019
C -3.799863 -1.112811 3.856559 -0.062 0.260 0.184
C -4.339165 -0.179152 4.725238 0.060 0.038 -0.011
F -5.568939 -0.380198 5.237261 0.099 0.123 0.029
C -3.610932 0.954092 5.062071 -0.074 -0.241 -0.114
F -4.131076 1.861509 5.905710 -0.029 -0.158 -0.084
C -2.349648 1.166647 4.539321 -0.061 0.032 0.042
N 0.803983 -0.007651 -1.350782 -0.068 -0.110 -0.311
C 1.360333 1.071098 -2.097355 0.127 0.357 -0.382
C 0.653523 2.258414 -2.231902 0.089 -0.266 -0.062
C 1.201095 3.290800 -2.969240 0.069 0.052 -0.038
C 2.437263 3.126552 -3.572570 -0.160 -0.205 0.195
Cl 3.095127 4.432843 -4.490228 0.050 0.161 -0.098
C 3.158057 1.937266 -3.458433 -0.031 0.074 -0.031
C 4.488126 1.777145 -4.118511 0.031 0.005 -0.014
C 2.596526 0.913493 -2.710112 -0.188 0.108 0.108
H -0.811588 -4.998577 -2.638569 0.024 -0.058 -0.062
H -2.382055 -4.192342 -2.672846 -0.062 -0.018 -0.064
H -0.979164 -3.432210 -3.456070 -0.031 -0.055 -0.054
H -1.763752 -4.573112 0.118658 0.077 0.128 -0.049
H 2.422951 1.745696 2.844697 -0.086 -0.056 -0.006
H 1.935952 0.045505 2.539866 0.069 0.026 0.065
H -0.293657 -0.360248 2.411687 0.071 0.364 0.239
H -2.111225 -1.639835 2.654376 0.017 -0.095 -0.052
H -4.377294 -1.988599 3.607528 -0.081 -0.089 -0.012
H -1.798988 2.051851 4.811456 -0.003 0.042 0.023
H -0.310885 2.371128 -1.761995 -0.104 -0.003 0.058
H 0.668946 4.221957 -3.079913 -0.023 0.100 -0.027
H 4.396330 1.932688 -5.192554 0.075 -0.003 -0.059
H 4.894810 0.786500 -3.937249 0.035 -0.058 0.006
H 5.185949 2.522093 -3.738741 0.097 0.013 -0.035
H 3.126655 -0.021396 -2.598917 0.049 -0.091 0.020
```
Positions in Å, forces in eV/Å.

---

Entry 3:
Computed, not measured: a structure of composition C21H17CrF3O3S in a non-equilibrium geometry, with ωB97M-V with the def2-TZVPD basis set.

Values from the calculation:
energy above the lowest of the compared OMol25 structures with the same formula, charge and spin = 0.00 kJ/mol
2S+1 = 5
electronic energy = -2778.4349 Eh
charge = 0
E_HOMO (spin up / spin down) = -7.76 / -8.10 eV
gap between HOMO and LUMO (spin up / spin down) = 8.01 / 8.22 eV

```
46
Properties=species:S:1:pos:R:3:forces:R:3
Cr 1.469889 0.005939 0.130960 -0.462 0.550 -0.300
C 5.569907 1.023961 0.489474 0.162 0.059 -0.016
C 4.094184 1.287626 0.414590 -0.016 0.213 0.022
O 3.377178 0.271419 0.321330 0.511 0.045 0.018
C 3.576867 2.629352 0.463411 0.091 -0.056 0.016
C 4.475647 3.724213 0.547289 0.039 -0.109 -0.010
C 4.036460 5.011502 0.641270 -0.140 0.060 -0.006
C 2.643109 5.249239 0.663458 0.140 0.076 0.017
C 1.745160 4.226043 0.578456 -0.023 0.022 -0.018
C 2.169788 2.873853 0.458246 -0.075 -0.121 -0.026
O 1.270391 1.955985 0.353117 0.020 0.151 0.036
H 5.726851 -0.050640 0.494213 0.000 -0.001 0.004
H 5.998649 1.465183 1.390296 0.009 -0.019 -0.034
H 6.079813 1.460078 -0.372856 -0.012 -0.011 0.053
H 5.542280 3.531529 0.530301 -0.083 0.007 0.018
H 4.738993 5.832697 0.698309 -0.051 -0.023 0.005
H 2.279552 6.266506 0.749976 0.007 0.000 -0.008
H 0.677116 4.404324 0.589677 0.033 -0.001 0.001
O -0.568614 -0.113507 -0.159677 -0.084 -0.428 0.142
S -1.410109 -1.132283 0.607755 -0.034 0.052 -0.017
C -3.052341 -0.447169 0.566599 0.027 0.048 -0.041
C -3.909768 -0.785698 1.599652 -0.073 -0.004 0.001
C -5.216461 -0.314257 1.565849 -0.010 0.038 -0.007
C -5.631620 0.498713 0.520010 0.053 -0.007 -0.010
C -4.746262 0.849060 -0.496778 -0.059 0.010 0.039
C -3.445653 0.374176 -0.480021 0.016 0.016 -0.029
C -1.694103 -2.503287 -0.507630 0.160 0.117 -0.038
C -1.389465 -2.360384 -1.848987 -0.132 -0.041 -0.063
C -1.596363 -3.440563 -2.694001 -0.013 -0.027 0.008
C -2.087444 -4.639164 -2.189691 0.028 0.057 0.008
C -2.370120 -4.767103 -0.835577 0.014 -0.013 -0.016
C -2.163012 -3.695109 0.019218 -0.059 0.025 0.071
H -3.563507 -1.406347 2.420172 -0.025 0.045 -0.063
H -5.903152 -0.570067 2.363416 0.028 0.011 -0.039
H -6.647956 0.871832 0.499866 0.028 -0.011 0.000
H -5.072840 1.495346 -1.303416 0.014 -0.046 0.059
H -2.736242 0.642299 -1.255650 -0.048 -0.036 0.084
H -0.977878 -1.428757 -2.215595 -0.003 -0.025 0.022
H -1.359133 -3.350692 -3.746821 -0.003 -0.009 0.040
H -2.233151 -5.483446 -2.852257 -0.005 0.034 0.021
H -2.732706 -5.707744 -0.440523 0.008 0.033 -0.016
H -2.360353 -3.789787 1.082778 0.045 0.004 -0.081
F 1.286436 -2.923686 -0.868629 0.079 0.203 -0.174
C 1.818353 -2.051719 0.044036 -0.013 -1.174 0.772
F 3.106050 -2.492393 0.198461 -0.289 0.146 -0.082
F 1.185576 -2.497090 1.265929 0.199 0.138 -0.366
```
Positions in Å, forces in eV/Å.

---

Q: Which value of electronic energy does entry 3 give?
A: -2778.4349 Eh